#a
ORCA calculation (the ωB97M-V functional and the def2-TZVPD basis) on a cluster of 3 separate species, C4H16NO2 in total.

The geometry in XYZ format:
```
23
Properties=species:S:1:pos:R:3:mulliken_charge:R:1
O 0.27591 4.20929 2.88683 -0.65
O -0.16652 2.25432 0.77582 -0.72
N 0.39659 -0.58005 0.85793 -0.19
C -0.19362 -2.13922 -1.14446 0.49
C -1.45371 -1.20342 -1.32700 -1.36
C 0.41674 -2.65894 -2.48119 -1.44
C 0.87278 -1.25490 -0.50049 -0.68
H -0.56209 -3.02075 -0.59297 0.26
H -1.07552 2.57329 0.54076 0.31
H -0.30870 -3.48701 -2.80119 0.35
H 0.16665 2.95542 1.45425 0.37
H 1.67874 -1.98418 -0.13608 0.41
H -2.14491 -1.92411 -1.66391 0.44
H 1.37421 -3.23114 -2.26431 0.37
H -0.54104 4.53394 3.28759 0.31
H -0.36789 -1.15151 1.20394 0.35
H 1.23908 -0.49119 -1.22653 0.29
H -1.95316 -1.07888 -0.37213 0.38
H 1.24222 -0.67440 1.45790 0.39
H 0.01601 0.34922 0.68628 0.29
H 0.82814 4.93183 3.20458 0.32
H 0.53260 -2.06276 -3.36055 0.39
H -1.62870 -0.34741 -2.00546 0.31
```

Summary:
Charge ... +1
HOMO energy ... -15.089 eV
2S+1 ... 1
Molecular weight ... 110.177 g mol⁻¹


#b
ORCA calculation (the ωB97M-V functional and the def2-TZVPD basis) on a cluster of 3 separate species, C4H16NO2 in total.

The geometry in XYZ format:
```
23
Properties=species:S:1:pos:R:3:mulliken_charge:R:1
O -2.48596 -2.24710 0.86716 -0.62
O 2.84899 -1.69988 0.25657 -0.67
N 0.01655 -1.06615 0.79117 -0.08
C 1.10127 0.85709 -1.25414 -1.44
C -0.32560 0.92077 -0.71317 0.99
C -0.34536 0.39177 0.71841 -1.05
C -0.94910 2.28685 -0.73656 -1.63
H 1.44583 -0.11019 -1.60092 0.39
H -0.42413 3.03470 -0.14070 0.36
H -0.61666 -1.56861 0.16964 0.34
H 1.10147 1.45737 -2.16108 0.43
H 0.37416 0.93103 1.32837 0.40
H -3.33734 -2.07856 0.44175 0.32
H 1.01364 -1.13015 0.62255 0.23
H -1.27106 0.55905 1.26276 0.42
H 1.79078 1.43519 -0.63485 0.32
H -2.72751 -2.52335 1.75871 0.32
H 3.52878 -2.22802 0.70107 0.30
H -0.91624 0.21316 -1.30340 0.16
H 3.40847 -0.98396 -0.07958 0.32
H -1.94786 2.29537 -0.28292 0.41
H -0.17280 -1.43973 1.71774 0.37
H -1.11033 2.69336 -1.72857 0.40
```

Summary:
Charge ... +1
HOMO energy ... -15.400 eV
2S+1 ... 1
Molecular weight ... 110.177 g mol⁻¹


Most stable pick: #b. Distance to second place: 1.177 eV.


#a
ORCA calculation (the ωB97M-V functional and the def2-TZVPD basis) on the ion C3H6N3O with charge +1.

The geometry in XYZ format:
```
13
Properties=species:S:1:pos:R:3:mulliken_charge:R:1
O 2.14240 0.19123 0.71855 -0.37
N -0.65961 0.26625 1.22610 -0.17
N 2.66194 1.06790 -2.31640 -0.32
N 2.07749 0.17480 -1.75736 -0.01
C 1.45587 0.37628 -0.20687 0.45
C -0.08150 0.27761 -0.15202 0.05
C -0.63658 -0.98574 0.41342 -0.41
H -1.59381 -1.42163 0.17739 0.31
H -1.42108 0.88767 1.45796 0.31
H 3.06030 0.82676 -3.14005 0.27
H -0.17550 -1.89502 0.77323 0.27
H -0.10618 0.36379 1.98941 0.28
H -0.52172 0.86494 -1.03678 0.34
```

Summary:
Charge ... +1
HOMO energy ... -12.792 eV
2S+1 ... 1
Molecular weight ... 100.101 g mol⁻¹
Structure (SMILES) ... [H]/N=N/C(=O)[C@H]1C[NH2+]1


#b
ORCA calculation (the ωB97M-V functional and the def2-TZVPD basis) on the ion C3H6N3O with charge +1.

The geometry in XYZ format:
```
13
Properties=species:S:1:pos:R:3:mulliken_charge:R:1
O 0.67305 1.68061 0.32332 -0.40
N 2.00113 -0.19824 0.02469 0.62
N -1.38092 0.50757 -0.77858 -0.57
N 2.94316 -0.80914 -0.38050 -0.60
C -0.47960 -0.46311 -0.34537 0.13
C -1.61179 -0.04870 0.60113 -0.48
C 0.93539 0.41749 0.13326 0.35
H -0.22015 1.82780 0.23116 0.42
H 3.46784 -1.46935 0.24398 0.33
H -2.48012 -0.70347 0.70881 0.28
H -0.14971 -1.43053 -0.75366 0.38
H -2.06137 0.18279 -1.52535 0.32
H -1.63692 0.50629 1.51711 0.21
```

Summary:
Charge ... +1
HOMO energy ... -14.855 eV
2S+1 ... 1
Molecular weight ... 100.101 g mol⁻¹
Structure (SMILES) ... N=[N+]=C(O)[C@H]1CN1


Most stable pick: #a. Distance to second place: 0.564 eV.


#a
ORCA calculation (the ωB97M-V functional and the def2-TZVPD basis) on the molecule C3H5NO2S2.

The geometry in XYZ format:
```
13
Properties=species:S:1:pos:R:3:mulliken_charge:R:1
S 1.48212 -0.27223 2.28862 -0.09
S -0.01739 -2.47040 -0.97035 0.28
O -1.98980 -1.13736 -2.36483 -0.57
O -0.68018 -3.77418 -1.23836 -0.43
N -0.61928 0.05510 -1.13351 -0.16
C -1.04895 -1.10416 -1.61585 0.57
C 0.05873 -0.41925 1.18017 -0.47
C 0.45296 0.11289 -0.22349 -0.82
H 0.63146 1.19450 0.00750 0.43
H -1.28356 0.83883 -1.48469 0.29
H 1.29510 -0.58748 -0.53986 0.36
H 0.01724 -1.49525 1.02313 0.22
H -0.73331 0.05404 1.61954 0.40
```

Summary:
HOMO energy (spin up / spin down) ... -9.776 / -9.438 eV
2S+1 ... 1
Molecular weight ... 151.212 g mol⁻¹


#b
ORCA calculation (the ωB97M-V functional and the def2-TZVPD basis) on the molecule C3H5NO2S2.

The geometry in XYZ format:
```
13
Properties=species:S:1:pos:R:3:mulliken_charge:R:1
S -1.03389 -2.08791 -0.50186 0.43
S 1.06618 -0.10339 -1.74160 -0.19
O 0.64838 -2.37625 -0.05316 -0.46
O -1.88819 -1.92684 0.69229 -0.52
N 0.54561 -0.21383 0.87693 -0.20
C -0.21379 0.93733 0.59109 -0.71
C 0.43541 -1.07033 -0.20885 0.59
C 0.25976 1.39413 -0.90876 -0.50
H 0.94739 -0.57016 1.70802 0.23
H -0.70033 1.42385 -1.42616 0.32
H 1.08831 2.14154 -0.95715 0.39
H 0.12271 1.77786 1.31762 0.33
H -1.27754 0.67400 0.61159 0.29
```

Summary:
HOMO energy ... -8.806 eV
2S+1 ... 1
Molecular weight ... 151.212 g mol⁻¹


Most stable pick: #b. Distance to second place: 0.596 eV.